Entry from the OMol25 dataset: a structure of composition C2H5IO3 in a non-equilibrium geometry (the ωB97M-V functional and the def2-TZVPD basis).

For the strongest force on any atom, the calculation gives 6.942 eV/Å. Its HOMO energy is -8.53 eV.

Cartesian coordinates (Å):
C -0.212 0.155 -0.970
C 0.649 0.456 0.195
O 0.683 -1.096 2.139
O -0.309 -0.450 1.539
O 1.885 0.223 0.376
I 2.439 -1.642 -0.027
H -0.041 -0.879 -1.322
H -0.207 0.898 -1.732
H -1.252 0.059 -0.694
H 0.251 1.424 0.689
H 0.654 -0.867 3.123

=====

Entry from the OMol25 dataset: a structure of composition C2H5IS2 in a non-equilibrium geometry (the ωB97M-V functional and the def2-TZVPD basis).

For the strongest force on any atom, the calculation gives 4.026 eV/Å. Its HOMO energy (alpha / beta) is -8.33 / -8.33 eV.

Cartesian coordinates (Å):
C -0.684 -0.862 0.033
C 0.403 -0.254 -0.656
S -1.026 2.320 -0.674
S 0.544 1.295 -1.343
I 1.994 -1.581 -1.144
H -1.517 -0.254 0.254
H -0.266 -1.245 1.051
H -0.964 -1.747 -0.495
H 0.641 0.796 1.332
H 0.875 1.533 1.643

=====

Entry from the OMol25 dataset: a cluster of 2 separate species, C2H5IS2 in total in a non-equilibrium geometry (the ωB97M-V functional and the def2-TZVPD basis).

For the strongest force on any atom, the calculation gives 1.740 eV/Å. Its HOMO energy is -8.53 eV.

Cartesian coordinates (Å):
C 0.961 -0.767 1.014
C -0.244 -0.428 0.233
S -2.224 -0.262 -1.888
S -0.687 -1.204 -1.158
I 0.181 2.824 -0.869
H 1.451 -1.659 0.631
H 0.707 -0.913 2.066
H 1.672 0.063 0.981
H -0.878 0.368 0.593
H -0.938 1.978 -1.602

=====

Entry from the OMol25 dataset: the molecule C2H5ISi in a non-equilibrium geometry (the ωB97M-V functional and the def2-TZVPD basis).

For the strongest force on any atom, the calculation gives 4.536 eV/Å. Its HOMO energy (alpha / beta) is -8.77 / -8.76 eV.

Cartesian coordinates (Å):
C -1.009 -0.443 0.662
C 0.893 -0.515 -0.800
Si 0.037 0.911 -0.067
I 1.109 2.206 1.737
H -1.824 -0.642 -0.103
H -0.829 -1.178 1.396
H 1.395 -1.165 -0.187
H 0.713 -1.085 -1.786
H -0.485 1.911 -0.853

=====

Entry from the OMol25 dataset: the molecule C2H5ISi in a non-equilibrium geometry (the ωB97M-V functional and the def2-TZVPD basis).

For the strongest force on any atom, the calculation gives 3.876 eV/Å. Its HOMO energy (alpha / beta) is -8.09 / -9.03 eV.

Cartesian coordinates (Å):
C -1.603 -0.137 0.101
C 1.592 0.085 0.434
Si -0.021 0.019 -0.758
I 1.835 1.676 1.596
H -2.017 -1.056 0.437
H -2.235 0.734 0.206
H 0.289 -1.322 -1.169
H 0.167 0.863 -1.860
H 1.992 -0.860 1.014

=====

Entry from the OMol25 dataset: the molecule C2H5ISi in a non-equilibrium geometry (the ωB97M-V functional and the def2-TZVPD basis).

For the strongest force on any atom, the calculation gives 4.696 eV/Å. Its HOMO energy is -9.56 eV. The SMILES is C=C[SiH2]I.

Cartesian coordinates (Å):
C 0.805 1.038 -0.459
C -0.116 0.524 0.325
Si -1.416 -0.925 0.272
I -3.653 0.079 -0.048
H 1.470 1.825 -0.107
H 0.872 0.775 -1.550
H -0.355 0.832 1.473
H -1.529 -1.616 1.552
H -1.197 -1.844 -0.804

=====

Entry from the OMol25 dataset: the molecule C2H5ISi in a non-equilibrium geometry (the ωB97M-V functional and the def2-TZVPD basis).

For the strongest force on any atom, the calculation gives 4.218 eV/Å. Its HOMO energy (alpha / beta) is -4.21 / -9.37 eV. The spin multiplicity is 3.

Cartesian coordinates (Å):
C -0.086 -0.800 -0.598
C 0.126 0.327 0.867
Si -0.760 0.956 -0.589
I -3.190 1.477 -0.448
H 0.919 -0.785 -0.982
H -0.357 -1.839 -0.073
H -0.374 -0.109 1.727
H 1.161 0.673 0.963
H -0.531 1.976 -1.626

=====

Entry from the OMol25 dataset: a structure of composition C2H5KO3 in a non-equilibrium geometry (the ωB97M-V functional and the def2-TZVPD basis).

For the strongest force on any atom, the calculation gives 3.194 eV/Å. Its HOMO energy (alpha / beta) is -13.66 / -13.66 eV. The spin multiplicity is 2. The net charge is +1.

Cartesian coordinates (Å):
H -0.413 1.216 4.401
O -0.051 1.389 2.423
O 0.884 0.391 2.506
C -0.706 1.653 3.441
H -1.434 2.460 3.329
K 1.920 -0.639 0.089
O 1.022 -1.325 -2.471
C -0.055 -1.249 -3.282
H 0.211 -1.332 -4.348
H -0.652 -2.167 -3.040
H -0.725 -0.398 -3.047

=====

Entry from the OMol25 dataset: the molecule C2H5N in a non-equilibrium geometry (the ωB97M-V functional and the def2-TZVPD basis).

For the strongest force on any atom, the calculation gives 1.851 eV/Å. Its HOMO energy is -9.92 eV. The SMILES is C=NC.

Cartesian coordinates (Å):
C 0.616 -0.785 0.060
C -0.736 1.079 -0.039
N 0.424 0.629 0.212
H 0.774 -1.430 0.933
H 1.570 -0.862 -0.480
H -0.155 -1.334 -0.498
H -0.837 2.156 0.087
H -1.656 0.547 -0.276

=====

Entry from the OMol25 dataset: the molecule C2H5N in a non-equilibrium geometry (the ωB97M-V functional and the def2-TZVPD basis).

For the strongest force on any atom, the calculation gives 1.809 eV/Å. Its HOMO energy is -9.68 eV. The SMILES is C1CN1.

Cartesian coordinates (Å):
C -0.281 0.704 0.214
C 0.629 -0.422 0.074
H 0.175 1.631 0.100
H -1.143 0.548 0.884
H 0.419 -1.294 0.676
H 1.698 -0.339 -0.156
H -1.154 -0.697 -0.818
N -0.344 -0.131 -0.973

=====

Entry from the OMol25 dataset: the ion C2H5N2O with charge +1 in a non-equilibrium geometry (the ωB97M-V functional and the def2-TZVPD basis).

For the strongest force on any atom, the calculation gives 8.941 eV/Å. Its HOMO energy is -15.16 eV. The SMILES is CN1OC1=[NH2+]. The net charge is +1.

Cartesian coordinates (Å):
C -0.961 -0.404 -0.003
C 1.584 0.586 0.430
N 0.428 -0.197 0.278
N -1.697 -0.771 -0.966
O -0.951 0.086 1.105
H 2.150 0.942 -0.572
H 1.328 1.340 1.180
H 2.258 -0.018 1.011
H -1.537 -1.086 -1.968
H -2.602 -0.479 -0.495

=====

Entry from the OMol25 dataset: a cluster of 2 separate species, C2H5N2O2 in total (the ωB97M-V functional and the def2-TZVPD basis).

For the strongest force on any atom, the calculation gives 0.525 eV/Å. Its HOMO energy is -4.62 eV. The net charge is -1.

Cartesian coordinates (Å):
N -1.029 0.431 -0.643
C -0.371 -0.408 -1.468
N -0.515 -0.478 -2.747
H -1.428 1.263 -1.047
H -0.664 0.466 0.335
H 0.260 -1.097 -0.906
H 0.097 -1.217 -3.079
O -0.263 0.455 1.985
C 0.917 0.275 2.379
O 1.974 0.769 1.964
H 1.022 -0.459 3.226

=====

Entry from the OMol25 dataset: the ion C2H5N2O2 with charge +1 in a non-equilibrium geometry (the ωB97M-V functional and the def2-TZVPD basis).

For the strongest force on any atom, the calculation gives 7.867 eV/Å. Its HOMO energy is -17.01 eV. The SMILES is CC(=[NH2+])[N+](=O)[O-]. The net charge is +1.

Cartesian coordinates (Å):
C -0.212 -0.227 -0.046
C 1.131 1.024 -0.049
N -1.591 0.263 0.016
N 0.178 -1.438 -0.050
O -2.384 -0.620 -0.051
O -1.730 1.431 0.035
H 2.181 0.635 -0.355
H 1.277 1.070 1.055
H 0.646 1.851 -0.483
H 1.068 -1.847 -0.223
H -0.564 -2.141 0.152

=====

Entry from the OMol25 dataset: a cluster of 2 separate species, C2H5N2O2S in total in a non-equilibrium geometry (the ωB97M-V functional and the def2-TZVPD basis).

For the strongest force on any atom, the calculation gives 3.156 eV/Å. Its HOMO energy (alpha / beta) is -3.57 / -3.57 eV. The net charge is -1.

Cartesian coordinates (Å):
C 0.955 0.223 0.416
C 0.763 -1.140 0.870
N -1.778 -0.310 0.109
N -1.583 -1.370 0.684
O 2.701 -2.811 0.407
O 1.439 -1.776 -1.586
S 1.297 -2.538 -0.282
H 1.408 0.086 -0.564
H -0.189 0.391 -0.010
H 1.292 0.992 1.181
H 0.701 -1.420 1.922
H -2.690 0.067 -0.274

=====

Entry from the OMol25 dataset: the ion C2H5N2O2S with charge +1 in a non-equilibrium geometry (the ωB97M-V functional and the def2-TZVPD basis).

For the strongest force on any atom, the calculation gives 4.215 eV/Å. Its HOMO energy is -14.20 eV. The SMILES is C1[NH2+]C2(NS1)OO2. The net charge is +1.

Cartesian coordinates (Å):
C -1.242 -0.372 0.443
C 0.897 0.327 -0.321
N 0.147 1.404 -0.251
N -0.069 -0.804 -0.352
O 2.174 -0.266 0.679
O 2.123 0.038 -0.712
S -1.528 1.323 -0.127
H -2.085 -1.030 0.348
H -1.074 -0.300 1.497
H 0.597 2.203 0.111
H 0.365 -1.661 -0.008
H -0.303 -0.862 -1.305

=====

Entry from the OMol25 dataset: the ion C2H5N2O2S with charge +1 in a non-equilibrium geometry (the ωB97M-V functional and the def2-TZVPD basis).

For the strongest force on any atom, the calculation gives 6.422 eV/Å. Its HOMO energy is -14.18 eV. The net charge is +1.

Cartesian coordinates (Å):
C 1.190 0.636 -0.299
C -0.344 0.179 -0.065
N -1.105 1.156 0.127
N -0.566 -1.119 0.019
O 3.675 0.366 -0.010
O -1.882 -1.615 -0.089
S 2.437 -0.324 0.369
H 1.657 1.562 -0.685
H -0.794 2.106 0.224
H -2.068 1.111 0.316
H 0.023 -1.810 -0.478
H -2.223 -2.247 0.573

=====

Entry from the OMol25 dataset: a cluster of 2 separate species, C2H5N2OP in total in a non-equilibrium geometry (the ωB97M-V functional and the def2-TZVPD basis).

For the strongest force on any atom, the calculation gives 3.230 eV/Å. Its HOMO energy is -6.98 eV. The SMILES is NC1=PO1.C=N.

Cartesian coordinates (Å):
C -1.423 -0.169 1.574
C 1.432 -0.242 -1.334
N 1.670 -0.986 -0.377
N -2.084 0.928 1.221
O -1.568 -0.762 2.759
P -0.111 -1.223 1.725
H 0.943 -0.641 -2.292
H 1.657 0.796 -1.217
H 2.063 -0.449 0.395
H -3.000 0.874 1.691
H -2.101 1.057 0.127

=====

Entry from the OMol25 dataset: the ion C2H5N2OS2 with charge +1 in a non-equilibrium geometry (the ωB97M-V functional and the def2-TZVPD basis).

For the strongest force on any atom, the calculation gives 5.122 eV/Å. Its HOMO energy is -13.32 eV. The SMILES is NC1(C(=[NH2+])O)SS1. The net charge is +1.

Cartesian coordinates (Å):
C -0.482 -0.508 -0.130
C 0.632 0.539 0.052
N -0.342 -1.802 0.325
N 0.023 1.789 0.091
O -1.704 -0.291 -0.487
S 1.840 -0.016 -1.166
S 2.067 -0.190 0.881
H 0.614 -2.090 0.566
H -1.171 -2.398 0.117
H 0.664 2.577 -0.180
H -0.325 1.935 0.949
H -1.815 0.457 -1.018

=====

Entry from the OMol25 dataset: the ion C2H5N2S with charge +1 in a non-equilibrium geometry (the ωB97M-V functional and the def2-TZVPD basis).

For the strongest force on any atom, the calculation gives 3.766 eV/Å. Its HOMO energy is -13.90 eV. The SMILES is C1=[NH+]SCN1. The net charge is +1.

Cartesian coordinates (Å):
C -0.551 0.975 -0.106
C 0.302 -1.249 0.080
N -0.803 -0.337 -0.234
N 0.757 1.256 0.061
S 1.809 -0.190 -0.112
H -1.223 1.760 -0.408
H 0.081 -1.560 1.145
H 0.196 -2.016 -0.594
H -1.666 -0.802 -0.248
H 1.099 2.162 0.416

=====

Entry from the OMol25 dataset: the ion C2H5N2S2 with charge +1 in a non-equilibrium geometry (the ωB97M-V functional and the def2-TZVPD basis).

For the strongest force on any atom, the calculation gives 3.498 eV/Å. Its HOMO energy (alpha / beta) is -13.14 / -12.78 eV. The SMILES is [NH2+]=C=[NH+]CS[S-]. The net charge is +1.

Cartesian coordinates (Å):
C 0.788 0.640 0.179
C -0.567 -1.287 0.662
N 0.209 -0.474 -0.271
N 1.646 1.482 -0.289
S -2.667 0.796 0.142
S -2.253 -1.019 -0.334
H -0.296 -2.300 0.527
H -0.608 -0.879 1.749
H 0.011 -0.815 -1.210
H 1.932 1.467 -1.331
H 1.804 2.388 0.177

=====

ΔE to the lowest compared entry with this formula, charge and spin readings, ordered: 477.9; 246.2; 111.7; 202.0; 380.1; 14.3; 305.6; 464.7; 51.0; 86.6; 541.1; 7.8; 431.9; 464.4; 314.7; 119.8; 333.6; 73.1; 28.0; 315.2 kJ/mol